{
  "formula": "C4H6O",
  "method": "ωB97M-V/def2-TZVPD",
  "gap_ha": 0.3532,
  "e_above_lowest_ev": 3.8028,
  "energy_ha": -231.083969,
  "lumo_energy_ha": 0.036,
  "species": ["O", "C", "C", "C", "C", "H", "H", "H", "H", "H", "H"],
  "coordinates": [[-2.378817, 0.136889, -0.983621], [-1.064259, 0.081222, -0.982401], [-0.390176, -0.005417, 0.313416], [0.916724, -0.791154, 0.364432], [0.963987, 0.688189, 0.434208], [-1.797820, 0.155833, -1.999723], [-1.040380, -0.024469, 1.192050], [1.087405, -1.369003, 1.269996], [1.227823, -1.274074, -0.558845], [1.166619, 1.165932, 1.390050], [1.308892, 1.236051, -0.439560]],
  "forces_ev_per_angstrom": [[0.702, -0.024, -0.247], [-0.040, -0.028, 0.633], [-0.149, 0.014, -0.061], [0.017, -0.092, -0.029], [0.029, 0.095, -0.014], [-0.386, 0.020, -0.018], [0.112, 0.006, -0.217], [-0.055, 0.162, -0.207], [-0.078, 0.130, 0.196], [-0.062, -0.136, -0.220], [-0.090, -0.147, 0.184]]
}

{
  "formula": "C13H48F6O11P",
  "method": "ωB97M-V/def2-TZVPD",
  "charge": -1,
  "gap_ha": 0.3661,
  "e_above_lowest_ev": 0.0200,
  "energy_ha": -2292.511641,
  "lumo_energy_ha": 0.091,
  "species": ["P", "F", "F", "F", "F", "F", "F", "C", "O", "H", "H", "H", "H", "C", "C", "O", "H", "H", "H", "H", "H", "H", "C", "C", "O", "H", "H", "H", "H", "H", "H", "C", "C", "O", "H", "H", "H", "H", "H", "H", "C", "C", "O", "H", "H", "H", "H", "H", "H", "C", "C", "O", "H", "H", "H", "H", "H", "H", "C", "C", "O", "H", "H", "H", "H", "H", "H", "O", "H", "H", "O", "H", "H", "O", "H", "H", "O", "H", "H"],
  "coordinates": [[-0.149299, -0.289090, -0.448077], [-0.482499, -1.141360, 0.821283], [-0.652719, 1.046720, 0.276623], [1.370451, 0.021180, -0.076467], [0.141351, 0.641230, -1.738297], [0.263231, -1.588790, -1.266097], [-1.637159, -0.508100, -1.040477], [-0.892179, 0.575270, -4.720577], [-1.351469, 1.645690, -5.597737], [-1.527189, 0.671930, -3.839937], [-0.978889, -0.388700, -5.221917], [0.074691, 0.736670, -4.243927], [-2.301329, 1.590530, -5.469947], [5.306891, 0.309400, 2.995233], [4.073481, 0.664660, 2.127743], [2.905531, 0.684160, 2.937893], [6.275781, 0.337720, 2.496673], [5.099681, -0.663520, 3.440883], [5.297061, 0.954210, 3.873993], [3.887101, -0.046450, 1.322953], [4.172051, 1.609860, 1.593913], [2.248251, 1.289170, 2.586393], [-4.069089, 2.375330, -1.293117], [-2.579709, 3.038090, -1.394017], [-2.491779, 3.618730, -2.662897], [-4.882239, 3.096990, -1.371227], [-4.132839, 1.911170, -0.308947], [-4.297689, 1.589270, -2.012807], [-1.767899, 2.327990, -1.236447], [-2.574489, 3.740650, -0.560657], [-1.590499, 3.947770, -2.694957], [3.189001, 4.116260, -0.511087], [2.220191, 3.049550, -0.745917], [1.693621, 2.703980, 0.547313], [3.615691, 4.541870, -1.419327], [3.929211, 3.733810, 0.191693], [2.625941, 4.941840, -0.075797], [2.731231, 2.184070, -1.167677], [1.295501, 3.195220, -1.304327], [1.232491, 1.884290, 0.354793], [3.272641, -2.181230, -2.239657], [4.461581, -2.380120, -1.249717], [5.610271, -1.645680, -1.733277], [3.098871, -1.126440, -2.452547], [2.417211, -2.734430, -1.851967], [3.571871, -2.587100, -3.206007], [4.710371, -3.440230, -1.200967], [4.202031, -2.132260, -0.220497], [6.064051, -1.345790, -0.942247], [-2.786029, -4.786910, 2.418223], [-2.003959, -3.466310, 2.488023], [-2.873839, -2.428310, 2.179753], [-2.087859, -5.622940, 2.376833], [-3.337039, -4.850360, 1.479893], [-3.472709, -4.978760, 3.242693], [-1.308129, -3.408010, 1.651053], [-1.552649, -3.338470, 3.471933], [-2.356739, -1.620230, 2.144903], [-3.505499, 2.871190, 4.008303], [-2.310519, 2.317390, 3.304873], [-1.953049, 0.969990, 3.668723], [-3.510039, 3.954870, 3.891173], [-3.674139, 2.592440, 5.048473], [-4.370449, 2.545640, 3.430383], [-1.423259, 2.906940, 3.535743], [-2.531629, 2.363340, 2.238523], [-1.248009, 0.780350, 3.045373], [2.156661, -2.826460, 1.041253], [1.619721, -2.232950, 0.516203], [2.035251, -2.526440, 1.942073], [-3.000249, -1.316460, -3.019867], [-2.700449, -0.855990, -2.236087], [-2.462429, -2.107550, -3.053917], [-3.671039, -3.067750, -0.315977], [-3.305799, -2.717170, 0.496373], [-3.166309, -2.642440, -1.009227], [-1.639509, -3.530350, -2.110277], [-1.352909, -4.428520, -2.275777], [-0.905789, -3.125740, -1.647487]],
  "forces_ev_per_angstrom": [[-0.945, 2.060, -3.007], [0.277, -0.633, 1.257], [-0.115, 0.309, 1.273], [0.691, -0.863, 1.439], [0.032, 0.148, -0.962], [0.923, -1.088, -0.053], [-0.552, 0.061, 1.056], [-0.850, 1.004, 0.668], [0.732, -0.619, 0.218], [-0.220, -0.845, -0.054], [0.091, -0.025, 0.252], [0.398, 0.250, -0.940], [-0.066, 0.341, -0.201], [-1.519, 0.035, 0.289], [0.098, 0.119, -0.453], [0.257, -0.225, 0.727], [-0.224, -0.028, -0.118], [0.327, -0.325, -0.273], [0.249, 0.403, -0.172], [0.359, -0.451, -0.034], [0.246, 0.321, 0.270], [0.164, 0.173, -0.383], [1.839, 0.085, 0.345], [-3.136, -1.540, 0.416], [0.459, 0.638, -0.135], [0.347, 0.390, -0.001], [-0.088, -0.037, 0.117], [0.493, 0.028, -0.208], [-0.340, -0.261, 0.004], [0.267, 0.503, -0.058], [0.109, 0.169, -0.577], [-0.182, 1.712, -0.202], [-1.057, -1.788, 0.493], [0.456, -0.236, 0.186], [0.327, -0.362, -0.042], [0.165, 0.302, -0.141], [0.282, 0.177, 0.444], [-0.052, -0.254, -0.170], [0.500, 0.799, -0.855], [-0.299, -0.083, 0.468], [1.470, -0.272, 0.510], [-0.529, 0.055, -0.930], [-0.473, -0.178, 0.510], [-0.375, -0.001, 0.526], [-0.136, 0.348, -0.200], [-0.044, -0.308, -0.013], [0.066, -0.217, -0.197], [-0.101, 0.477, -0.115], [0.200, 0.109, -0.122], [0.458, -0.122, -0.344], [-0.248, -1.268, -0.675], [-1.268, 1.316, 0.643], [0.183, -0.036, 0.197], [-0.102, 0.260, 0.017], [0.045, 0.348, 0.100], [0.900, -0.763, 0.458], [0.310, 0.052, -0.031], [-0.080, 0.306, 0.032], [-1.097, -0.146, -0.379], [1.065, -0.225, 0.271], [-0.638, 0.354, -0.188], [0.153, 0.081, 0.246], [0.412, 0.005, -0.013], [-0.335, -0.145, 0.303], [0.018, 0.400, -0.228], [0.302, 0.052, -0.170], [0.191, -0.419, 0.005], [0.259, -0.403, -0.011], [-0.135, 0.199, -0.177], [-0.052, 0.155, 0.235], [-0.855, 0.208, -0.695], [-0.007, 0.065, -0.154], [0.184, -0.307, 0.017], [-0.494, -0.237, -0.264], [-0.095, 0.208, 0.591], [-0.085, -0.113, -0.372], [0.240, -0.319, -0.395], [-0.100, -0.245, -0.047], [0.351, 0.364, 0.170]]
}